A molecular structure, C10H13N4RhS2. Source: the OMol25 dataset; level of theory: ωB97M-V with the def2-TZVPD basis set.

CARTESIAN COORDINATES (ANGSTROEM)
Rh -0.43059 0.45224 0.95250
C -0.64038 3.05131 1.40085
C -0.17458 2.41775 2.57314
C 1.05967 1.76840 2.26962
C 1.33125 1.97576 0.89213
C 0.27174 2.76677 0.35537
H -1.52074 3.66995 1.32324
H -0.61160 2.50535 3.55616
H 1.72265 1.31004 2.98752
H 2.25090 1.74178 0.37945
H 0.22414 3.16766 -0.64584
N -4.18387 -1.34557 -0.51415
C -3.54326 -0.67834 0.42293
N -3.65908 -1.02529 1.69630
S -2.60093 0.71219 -0.02010
H -4.80760 -2.10813 -0.29191
H -4.09202 -1.09154 -1.48422
H -4.25423 -1.78586 1.99134
H -3.27063 -0.44094 2.41446
S 0.47007 -1.64733 0.56821
C 1.47251 -1.51826 -0.83290
N 2.79747 -1.79810 -0.72202
C 3.61472 -1.77530 -1.79536
C 3.10171 -1.46873 -3.02296
C 1.72980 -1.19302 -3.07995
N 0.94909 -1.21774 -2.00868
H 3.16668 -2.04549 0.18873
H 4.65839 -2.00651 -1.63114
H 3.72312 -1.44651 -3.90494
H 1.24559 -0.94659 -4.01779

Output
* lowest unoccupied orbital energy (spin up / spin down): -0.253 / -0.328 Ha
* net charge: +2
* orbital gap (spin up / spin down): 7.186 / 6.575 eV
* multiplicity: 5
* ⟨S²⟩: 6.02
* molecular weight: 356.3 u

Atomic partial charges in e from the natural (NBO) method, atoms 1 to 2:
1 Rh 0.8369
2 C -0.2164

---

2 unconnected molecules or ions with the total composition C10H13NO. Source: the OMol25 dataset; level of theory: ωB97M-V with the def2-TZVPD basis set.

CARTESIAN COORDINATES (ANGSTROEM)
C -2.99996 2.20576 0.21339
C -0.55973 1.95285 0.81498
C -0.20646 -0.30162 0.86036
C -1.76326 1.41303 0.46023
C -1.52775 -0.00690 0.42169
C 0.29425 -1.59213 0.87348
C -0.54495 -2.58165 0.40654
C -2.32566 -1.02269 -0.11223
C -1.83513 -2.30952 -0.07509
N 0.39743 0.95850 0.95094
H 1.38470 1.17041 0.87348
H -0.30600 2.95318 1.12724
H 1.33535 -1.70176 1.15396
H -2.78313 3.27805 0.16683
H -3.68444 2.10342 1.05736
H -0.26647 -3.62408 0.30423
H -3.31188 -0.80580 -0.50443
H -2.43062 -3.18153 -0.30287
H -3.39391 2.01898 -0.78805
C 3.98866 -0.19289 -1.63575
O 3.96220 -0.30321 -0.23797
H 4.76676 0.07101 0.13630
H 4.87749 -0.59665 -2.11911
H 3.81419 0.81870 -2.01610
H 3.11833 -0.72346 -2.02942

Output
* lowest unoccupied orbital energy: 0.025 Ha
* ΔE to the lowest compared entry with this formula, charge and spin: 0.6667 eV
* orbital gap: 8.332 eV
* molecular weight: 163.2 u

Atomic partial charges in e from the natural (NBO) method, atoms 1 to 2:
1 C -0.6329
2 C -0.0279

---

A molecular structure, C10H13NO6Ti. Source: the OMol25 dataset; level of theory: ωB97M-V with the def2-TZVPD basis set.

CARTESIAN COORDINATES (ANGSTROEM)
Ti 0.90416 -0.26041 -0.83724
O -1.10991 -1.12041 -1.18887
C -1.89290 -1.18679 0.04038
C -1.09116 -0.75940 1.24523
C -1.59491 -0.85138 2.50498
C -0.83233 -0.46834 3.62276
C 0.47068 -0.00351 3.37627
C 0.94935 0.09351 2.10579
N 0.18821 -0.26252 0.97895
H -0.59438 -1.94200 -1.28406
H -2.27467 -2.20085 0.14388
H -2.74547 -0.53355 -0.13932
H -2.59591 -1.24939 2.63758
H -1.22514 -0.54911 4.62516
H 1.12279 0.28366 4.19188
H 1.94808 0.44770 1.89764
O 4.73971 -0.97679 -0.38731
C 3.56748 -0.96940 -0.59400
O 2.78123 0.10105 -0.74964
C 2.73710 -2.30515 -0.74123
O 3.18319 -3.37595 -0.49230
O 1.47029 -2.04937 -1.17150
C -1.80064 2.24419 -2.40237
C -0.29893 2.25315 -2.48930
O 0.30820 1.75074 -1.26158
H -2.21904 2.65616 -3.32279
H -2.15213 2.86834 -1.57777
H -2.18184 1.23217 -2.26920
H 0.11190 3.24305 -2.67814
H 0.06801 1.58827 -3.26717
H 0.05900 2.30233 -0.51672

Output
* lowest unoccupied orbital energy (spin up / spin down): -0.003 / -0.006 Ha
* ΔE to the lowest compared entry with this formula, charge and spin: 0.0000 eV
* orbital gap (spin up / spin down): 5.574 / 9.029 eV
* multiplicity: 3
* ⟨S²⟩: 2.03
* molecular weight: 291.1 u

Atomic partial charges in e from the natural (NBO) method, atoms 1 to 2:
1 Ti 1.4736
2 O -0.7224

---

A molecular structure, C10H13NPSn. Source: the OMol25 dataset; level of theory: ωB97M-V with the def2-TZVPD basis set.

CARTESIAN COORDINATES (ANGSTROEM)
C -0.44092 3.57579 -0.32005
C 0.21916 3.95276 0.88296
C -0.55498 3.45180 1.97737
C -1.73124 2.84082 1.46482
C -1.66781 2.90592 0.03861
Sn -0.42381 -0.06352 -1.58450
P 2.04714 -0.18618 -2.99007
H -0.09810 3.77423 -1.33650
H 1.18001 4.45285 0.96086
H -0.28039 3.50385 3.02952
H -2.40606 2.48654 -0.66216
H -2.51503 2.36447 2.04836
H 3.17522 -0.95869 -2.57923
H 2.59668 1.15286 -3.08085
H 1.92485 -0.50942 -4.38725
C 0.15596 -4.10535 0.90482
C -0.62555 -3.82482 -0.21723
C -0.89555 -2.51427 -0.56013
N -0.24356 -1.47798 0.06078
C 0.44540 -1.71990 1.20660
C 0.64088 -3.02503 1.65338
H 0.32492 -5.14036 1.21590
H -1.09364 -4.60349 -0.80866
H -1.66530 -2.29135 -1.30244
H 0.78882 -0.85756 1.77572
H 1.14293 -3.18395 2.60938

Output
* lowest unoccupied orbital energy (spin up / spin down): 0.101 / 0.100 Ha
* net charge: -1
* ΔE to the lowest compared entry with this formula, charge and spin: 0.0000 eV
* orbital gap (spin up / spin down): 5.147 / 4.836 eV
* molecular weight: 296.9 u

Atomic partial charges in e from the natural (NBO) method, atoms 1 to 2:
1 C -0.3654
2 C -0.3628

---

A molecular structure, C10H13NPZr. Source: the OMol25 dataset; level of theory: ωB97M-V with the def2-TZVPD basis set.

CARTESIAN COORDINATES (ANGSTROEM)
C 0.33060 -0.42766 -2.65471
C -0.68777 -1.23695 -3.23165
C -0.38844 -2.60887 -2.94430
C 0.85109 -2.64875 -2.22279
C 1.32024 -1.31901 -2.04898
Zr 1.61777 1.72976 0.06860
P -0.48832 3.08977 0.36230
H 0.39520 0.66205 -2.66693
H -1.55040 -0.85344 -3.77722
H -0.99971 -3.46284 -3.24245
H 2.27845 -1.01885 -1.61327
H 1.36687 -3.54316 -1.87826
H -1.49735 3.01520 1.37637
H -1.39379 3.14344 -0.75423
H -0.27519 4.51089 0.47526
C -0.73778 0.27690 3.20627
C 0.52613 0.79715 3.19578
C 1.26717 0.74028 1.98184
N 0.66484 0.10210 0.80902
C -0.46170 -0.63132 0.97737
C -1.22864 -0.44691 2.11189
H -1.36720 0.37129 4.10193
H 1.01624 1.24215 4.06132
H 2.37337 0.65064 2.05313
H -0.70015 -1.25970 0.12512
H -2.23153 -0.87417 2.12858

Output
* lowest unoccupied orbital energy (spin up / spin down): -0.198 / -0.206 Ha
* net charge: +1
* orbital gap (spin up / spin down): 3.873 / 3.723 eV
* molecular weight: 269.4 u

Atomic partial charges in e from the natural (NBO) method, atoms 1 to 2:
1 C -0.3096
2 C -0.3377

---

2 unconnected molecules or ions with the total composition C10H13O2. Source: the OMol25 dataset; level of theory: ωB97M-V with the def2-TZVPD basis set.

CARTESIAN COORDINATES (ANGSTROEM)
C -2.12276 -1.79036 0.20711
C -1.09712 -2.86760 0.58269
C -2.92520 -2.06374 -1.08427
O -2.94771 -1.14263 -1.93249
O -3.58730 -3.12891 -1.07385
H -2.84103 -1.55275 0.99470
H -1.52851 -0.89847 0.05383
H -0.09233 -2.64747 0.21330
H -1.44477 -3.79954 0.11973
H -0.92245 -3.03902 1.64964
C 3.48233 1.53872 0.53399
C -0.70878 1.50940 -0.49795
C 0.21318 0.94252 -1.37167
C -0.30346 2.04639 0.71191
C 1.55448 1.08492 -1.03956
C 1.05006 2.08952 1.04099
C 2.00771 1.49502 0.21798
H -1.76200 1.41100 -0.74083
H -0.09761 0.57373 -2.33575
H -1.03514 2.39295 1.43433
H 2.34691 0.64866 -1.65730
H 1.25996 2.50618 2.02729
H 3.63592 2.21693 1.37541
H 4.01627 1.88527 -0.34421
H 3.84937 0.58926 0.91500

Output
* lowest unoccupied orbital energy: 0.109 Ha
* net charge: -1
* ΔE to the lowest compared entry with this formula, charge and spin: 0.4906 eV
* orbital gap: 6.936 eV
* molecular weight: 165.2 u

Atomic partial charges in e from the natural (NBO) method, atoms 1 to 2:
1 C -0.5184
2 C -0.6135

---

2 unconnected molecules or ions with the total composition C10H13O2. Source: the OMol25 dataset; level of theory: ωB97M-V with the def2-TZVPD basis set.

CARTESIAN COORDINATES (ANGSTROEM)
C 1.23372 0.80929 2.40048
C 2.05238 -0.00778 1.38012
C 1.59549 2.30589 2.34533
O 2.77464 2.57544 2.69815
O 0.71638 3.11398 1.96761
H 0.17334 0.57879 2.29960
H 1.52389 0.50453 3.41231
H 2.36434 0.64252 0.55952
H 1.53837 -0.89207 1.00600
H 2.99874 -0.29657 1.85229
C -1.68185 1.16199 -0.13130
C -1.34799 -2.44917 -1.29290
C -0.68415 -2.31153 -2.50106
C -1.63705 -1.35998 -0.46280
C -1.31586 -0.03009 -0.96917
C -0.29089 -1.00402 -2.96617
C -0.55715 0.08654 -2.11602
H -1.55810 -3.48194 -0.98809
H -0.56040 -3.18161 -3.13415
H -1.97865 -1.45050 0.56789
H 0.31352 -0.93994 -3.86352
H -2.69989 1.52059 -0.34433
H -1.03981 2.02281 -0.30868
H -0.30153 1.12175 -2.35277
H -1.63148 0.96107 0.94162

Output
* lowest unoccupied orbital energy (spin up / spin down): 0.244 / 0.236 Ha
* net charge: -2
* ΔE to the lowest compared entry with this formula, charge and spin: 0.1732 eV
* orbital gap (spin up / spin down): 3.424 / 7.460 eV
* multiplicity: 2
* ⟨S²⟩: 0.76
* molecular weight: 165.2 u

Atomic partial charges in e from the natural (NBO) method, atoms 1 to 2:
1 C -0.5113
2 C -0.6066

---

A gas-phase ion, C10H13O2S (charge +1). Source: the OMol25 dataset; level of theory: ωB97M-V with the def2-TZVPD basis set.

CARTESIAN COORDINATES (ANGSTROEM)
C -2.89533 -1.04481 0.34908
C -2.34636 -1.33984 -0.86706
C -2.54846 0.08436 1.04857
C -1.37262 -0.55503 -1.47140
C -1.61855 0.89531 0.44494
C -1.05316 0.60698 -0.77655
C 1.11526 1.63525 -0.37646
C 0.83698 -1.15609 1.14701
C 3.45515 0.20374 0.58775
C 0.00769 1.61780 -1.32765
O 1.64463 2.38530 0.34568
O 1.87091 -1.23033 -1.32706
S 1.78294 -0.29025 -0.20854
H -3.50784 -1.75053 0.88759
H -2.95071 -2.14186 -1.37594
H -3.05420 0.53858 1.93046
H -1.27356 -0.80156 -2.53133
H -1.07010 1.69986 0.95237
H 1.26202 -2.06634 1.54124
H -0.08065 -1.43971 0.77258
H 0.77409 -0.51537 2.15785
H 3.41807 1.25677 0.40524
H 4.23536 -0.39360 -0.06060
H 3.30253 -0.14090 1.58006
H -0.33344 2.62718 -1.43578
H 0.39934 1.31509 -2.39204

Output
* lowest unoccupied orbital energy (spin up / spin down): -0.123 / -0.309 Ha
* net charge: +1
* ΔE to the lowest compared entry with this formula, charge and spin: 0.4492 eV
* orbital gap (spin up / spin down): 7.190 / 4.617 eV
* multiplicity: 3
* ⟨S²⟩: 2.02
* molecular weight: 197.3 u

Atomic partial charges in e from the natural (NBO) method, atoms 1 to 2:
1 C -0.1979
2 C -0.2020

---

A molecular structure, C10H14AuBF4N8O2Se. Source: the OMol25 dataset; level of theory: ωB97M-V with the def2-TZVPD basis set.

CARTESIAN COORDINATES (ANGSTROEM)
Au -1.00593 1.59107 3.78864
N -3.31520 3.03097 3.78748
N -4.20204 2.25124 3.05613
C -3.89080 1.02330 2.60187
N -4.83335 0.40201 1.91296
N -2.66150 0.53356 2.90229
N -2.29471 -0.72551 2.44815
O -1.16573 -1.05682 2.74797
O -3.04983 -1.42575 1.79913
H -3.67077 3.18297 4.72506
H -3.16199 3.91843 3.32261
H -5.11391 2.62315 2.83257
H -5.72813 0.83953 1.76636
H -4.66666 -0.53605 1.58192
F 1.41700 0.90725 0.99212
B 0.38580 1.16341 0.17279
F -0.46540 -0.44677 0.23830
F -0.60657 1.92990 0.63317
F 0.65457 1.17569 -1.13683
C -0.17077 -2.49752 -2.72004
N 1.11887 -1.99027 -2.25866
C 1.50241 -1.75794 -1.00582
Se 0.47276 -1.97247 0.58269
N 2.73511 -1.24291 -1.00043
C 3.18303 -1.12287 -2.30444
C 4.37777 -0.64821 -2.84044
C 4.46960 -0.66288 -4.21292
C 3.42013 -1.13389 -5.02708
C 2.24157 -1.60714 -4.49713
C 2.14749 -1.59172 -3.10726
H -0.75021 -2.83452 -1.86599
H -0.00132 -3.33434 -3.39339
H -0.70066 -1.70121 -3.23855
H 3.20108 -0.91822 -0.16546
H 5.18186 -0.28812 -2.21428
H 5.37280 -0.30383 -4.68630
H 3.54999 -1.12152 -6.10027
H 1.43928 -1.96827 -5.12487
N 1.56979 2.78964 5.02000
C 0.62575 2.33109 4.55488
H 2.38879 3.19552 5.43307

Output
* lowest unoccupied orbital energy: -0.266 Ha
* net charge: +2
* ΔE to the lowest compared entry with this formula, charge and spin: 0.0000 eV
* orbital gap: 7.614 eV
* molecular weight: 641.0 u

Atomic partial charges in e from the natural (NBO) method, atoms 1 to 2:
1 Au 0.6154
2 N -0.6575

---

| no. | calculated total energy (eV) |
| --- | --- |
| 1 | -41203.106 |
| 2 | -14117.768 |
| 3 | -47472.662 |
| 4 | -27186.934 |
| 5 | -22625.133 |
| 6 | -14677.115 |
| 7 | -14673.658 |
| 8 | -25496.952 |
| 9 | -107185.168 |